118
Properties=species:S:1:pos:R:3:lowdin_charge:R:1 method="wB97M-V/def2-TZVPD" largest_force_ha_per_bohr=0.0484 charge=+3 e_lumo_ha=-0.3159 de_lowest_kcal_mol=0.00
Ta 0.016 -0.225 -0.094 1.64
C 2.627 1.224 1.429 -0.16
C 1.637 2.271 1.856 -0.16
N 0.285 1.843 1.491 -0.15
C -0.652 2.946 1.292 -0.22
C -0.439 3.616 -0.062 -0.34
S 0.266 2.491 -1.290 0.91
C 2.020 2.890 -1.252 -0.39
C 2.868 1.664 -1.011 -0.24
N 2.389 0.754 0.047 -0.13
H 2.527 0.358 2.081 0.11
H 3.646 1.604 1.542 0.15
H 1.847 3.235 1.399 0.12
H 1.733 2.413 2.936 0.14
H -0.080 1.288 2.267 -0.01
H -0.568 3.696 2.084 0.15
H -1.652 2.535 1.340 0.08
H 0.223 4.481 -0.024 0.10
H -1.394 3.957 -0.458 0.08
H 2.175 3.676 -0.518 0.08
H 2.288 3.302 -2.223 0.08
H 3.889 1.994 -0.795 0.15
H 2.891 1.084 -1.927 0.06
H 2.968 -0.072 -0.050 0.06
I 2.796 -4.613 5.951 1.02
C 2.089 -3.284 4.537 -0.73
C 1.216 -2.268 4.904 -0.20
C 0.717 -1.389 3.947 -0.59
I -0.413 0.208 4.654 1.19
C 1.072 -1.552 2.615 -0.33
O 0.531 -0.782 1.597 -0.35
C 2.035 -2.485 2.265 -0.16
C 2.612 -2.483 0.877 -0.13
N 1.573 -2.529 -0.166 -0.08
C 0.824 -3.772 -0.069 -0.13
C -0.595 -3.558 0.322 -0.28
C -1.296 -4.567 0.953 0.02
C -2.675 -4.476 1.057 0.01
C -3.307 -3.380 0.501 -0.01
C -2.530 -2.376 -0.040 -0.17
N -1.186 -2.433 -0.119 0.01
C 2.520 -3.367 3.218 -0.08
H 0.940 -2.140 5.942 0.09
H 3.299 -3.329 0.792 0.14
H 3.206 -1.582 0.726 0.11
H 2.056 -2.511 -1.055 0.02
H 1.298 -4.480 0.613 0.14
H 0.800 -4.251 -1.049 0.12
H -0.768 -5.435 1.327 0.14
H -3.243 -5.255 1.551 0.14
H -4.384 -3.281 0.513 0.13
H -2.990 -1.486 -0.435 0.08
H 3.259 -4.106 2.933 0.12
C 0.142 0.335 -6.590 -0.18
Si -0.092 0.888 -4.850 0.47
C 1.262 2.081 -4.471 -0.21
C -1.817 1.439 -4.572 -0.19
As 0.151 -0.758 -2.694 0.77
Si 2.160 -1.908 -3.550 0.31
C 2.230 -1.711 -5.381 -0.20
C 3.690 -1.112 -2.852 -0.20
C 2.287 -3.732 -3.174 -0.18
Si -1.612 -2.314 -3.538 0.34
C -1.529 -2.429 -5.378 -0.20
C -1.471 -4.073 -2.972 -0.18
C -3.245 -1.543 -3.099 -0.19
H -0.394 1.092 -7.177 0.07
H -0.260 -0.632 -6.871 0.02
H 1.189 0.362 -6.885 0.04
H 1.490 2.646 -5.381 0.07
H 2.177 1.568 -4.164 0.03
H 0.966 2.791 -3.704 -0.02
H -2.046 2.226 -5.299 0.07
H -1.985 1.846 -3.579 -0.01
H -2.528 0.627 -4.735 0.03
H 2.625 -0.733 -5.662 0.04
H 1.269 -1.845 -5.869 0.00
H 2.910 -2.469 -5.778 0.06
H 3.837 -0.103 -3.238 0.03
H 4.547 -1.704 -3.190 0.07
H 3.733 -1.083 -1.760 0.01
H 1.335 -4.255 -3.149 0.00
H 2.833 -3.963 -2.255 0.04
H 2.869 -4.172 -3.989 0.06
H -0.592 -2.842 -5.753 0.04
H -1.735 -1.490 -5.886 0.01
H -2.323 -3.129 -5.657 0.07
H -0.565 -4.545 -3.349 0.02
H -2.312 -4.600 -3.435 0.07
H -1.532 -4.238 -1.900 0.01
H -3.754 -1.237 -4.017 0.05
H -3.175 -0.666 -2.459 -0.01
H -3.891 -2.275 -2.606 0.05
C -6.228 2.704 -2.077 -0.04
C -6.177 1.517 -1.350 -0.04
C -4.957 0.990 -0.964 -0.04
C -3.769 1.647 -1.294 -0.24
C -3.832 2.822 -2.048 -0.05
C -5.054 3.355 -2.429 -0.04
C -2.440 1.121 -0.936 -0.17
C -2.004 0.464 0.168 -0.29
C -2.799 0.287 1.429 -0.26
C -3.717 1.277 1.811 -0.05
C -4.542 1.114 2.910 -0.03
C -4.473 -0.051 3.669 -0.05
C -3.511 -0.997 3.362 -0.10
C -2.665 -0.812 2.276 -0.15
H -7.185 3.117 -2.369 0.12
H -7.092 1.004 -1.086 0.12
H -4.926 0.060 -0.409 0.12
H -2.916 3.340 -2.317 0.11
H -5.092 4.272 -3.000 0.12
H -1.712 1.314 -1.718 -0.02
H -3.804 2.187 1.231 0.12
H -5.255 1.888 3.161 0.12
H -5.142 -0.197 4.507 0.12
H -3.400 -1.881 3.978 0.12
H -1.886 -1.544 2.114 0.08

***

128
Properties=species:S:1:pos:R:3:lowdin_charge:R:1 method="wB97M-V/def2-TZVPD" largest_force_ha_per_bohr=0.0167 charge=-1 e_lumo_ha=0.0647
Rb 0.932 1.391 -1.325 0.42
C 0.711 5.279 0.174 -0.12
N 0.038 4.558 -0.907 -0.16
C -1.387 4.414 -0.642 -0.14
C -1.676 3.589 0.586 -0.27
C -2.751 3.908 1.410 -0.04
C -3.043 3.080 2.482 -0.07
C -2.249 1.970 2.703 -0.06
C -1.186 1.743 1.843 -0.15
N -0.897 2.533 0.814 0.09
C 0.300 5.146 -2.208 -0.15
C -0.005 4.271 -3.410 -0.28
C 0.550 4.627 -4.633 -0.05
C 0.266 3.857 -5.754 -0.07
C -0.551 2.754 -5.612 -0.08
C -1.058 2.469 -4.350 -0.21
N -0.815 3.222 -3.277 0.08
C 1.602 4.383 0.998 -0.28
C 1.421 4.232 2.368 -0.03
C 2.308 3.440 3.074 -0.09
C 3.341 2.817 2.393 -0.11
C 3.430 3.010 1.025 -0.14
N 2.595 3.787 0.342 0.11
H -0.019 5.768 0.830 0.12
H 1.349 6.061 -0.247 0.12
H -1.824 3.889 -1.491 0.10
H -1.878 5.399 -0.546 0.13
H -3.356 4.780 1.197 0.11
H -3.884 3.299 3.129 0.11
H -2.458 1.284 3.513 0.10
H -0.534 0.889 1.984 0.05
H 1.365 5.379 -2.252 0.11
H -0.251 6.100 -2.332 0.13
H 1.191 5.499 -4.707 0.11
H 0.688 4.118 -6.716 0.10
H -0.777 2.101 -6.442 0.11
H -1.716 1.618 -4.213 0.02
H 0.595 4.724 2.867 0.11
H 2.190 3.302 4.141 0.10
H 4.048 2.184 2.909 0.09
H 4.220 2.541 0.446 0.10
N 2.178 -2.530 -0.429 0.18
C 3.369 -2.029 -0.758 -0.42
N 4.420 -2.866 -0.673 0.17
C 5.584 -2.326 -0.988 -0.47
N 6.697 -3.106 -0.825 0.13
N 5.775 -1.081 -1.427 0.16
C 4.666 -0.337 -1.478 -0.28
N 3.459 -0.729 -1.116 0.19
C 4.841 1.032 -2.032 -0.21
C 6.125 1.509 -2.298 -0.02
C 6.268 2.758 -2.874 -0.07
C 5.130 3.490 -3.176 -0.05
C 3.898 2.935 -2.863 -0.13
N 3.750 1.747 -2.298 0.07
H 2.094 -3.533 -0.439 0.10
H 1.337 -1.998 -0.649 -0.03
H 6.511 -4.093 -0.772 0.09
H 7.507 -2.818 -1.345 0.09
H 6.974 0.887 -2.060 0.10
H 7.252 3.155 -3.091 0.10
H 5.196 4.467 -3.634 0.10
H 2.977 3.466 -3.087 0.10
S -2.713 -0.945 -3.928 -0.05
As -0.744 -1.396 -3.313 -0.44
S 0.688 -0.017 -4.016 -0.10
S -0.722 -1.079 -0.859 0.04
S -0.203 -3.388 -3.666 -0.11
C -6.146 -4.535 -1.860 -0.11
C -6.064 -4.012 -0.427 -0.28
C -4.626 -3.852 0.068 -0.30
C -3.891 -2.697 -0.609 -0.33
Ge -2.153 -2.328 0.258 0.60
C -1.273 -4.057 0.729 -0.35
C -1.053 -4.970 -0.472 -0.32
C -0.166 -6.182 -0.179 -0.27
C -0.805 -7.180 0.787 -0.12
H -7.186 -4.638 -2.173 0.06
H -5.668 -5.514 -1.937 0.07
H -5.644 -3.857 -2.551 0.07
H -6.599 -4.697 0.239 0.10
H -6.567 -3.041 -0.368 0.10
H -4.086 -4.791 -0.091 0.09
H -4.649 -3.677 1.151 0.10
H -4.494 -1.790 -0.562 0.05
H -3.687 -2.903 -1.663 0.04
H -2.318 -1.618 1.618 -0.03
H -1.885 -4.547 1.495 0.05
H -0.309 -3.815 1.193 0.05
H -0.589 -4.399 -1.277 0.00
H -2.017 -5.323 -0.854 0.10
H 0.788 -5.837 0.237 0.09
H 0.055 -6.683 -1.125 0.10
H -1.075 -6.689 1.724 0.06
H -0.120 -7.999 1.018 0.06
H -1.712 -7.603 0.350 0.07
C 2.028 -3.550 4.931 -0.05
N 2.349 -2.440 4.052 -0.20
C 3.111 -2.804 2.872 -0.08
C 1.763 -1.228 4.170 -0.76
S 1.807 -0.070 2.981 0.77
N 1.113 -1.019 5.395 -0.25
C 0.068 -0.007 5.401 -0.12
C 1.987 -0.919 6.555 -0.07
H 1.752 -4.416 4.326 0.09
H 1.190 -3.286 5.569 0.08
H 2.884 -3.825 5.554 0.09
H 3.929 -3.465 3.164 0.09
H 3.514 -1.916 2.398 0.04
H 2.480 -3.312 2.139 0.08
H -0.612 -0.188 4.572 0.07
H 0.467 1.009 5.307 0.07
H -0.481 -0.094 6.341 0.09
H 2.854 -1.565 6.437 0.08
H 1.443 -1.218 7.454 0.09
H 2.342 0.111 6.690 0.09
C -4.502 2.147 -2.768 -0.07
N -4.456 1.832 -1.359 -0.18
C -5.445 2.455 -0.510 -0.06
C -3.612 0.899 -0.861 -0.34
O -3.595 0.534 0.306 -0.05
H -5.480 1.883 -3.185 0.09
H -3.749 1.563 -3.294 0.01
H -4.328 3.215 -2.930 0.08
H -6.456 2.191 -0.836 0.09
H -5.342 3.544 -0.538 0.08
H -5.288 2.099 0.506 0.08
H -2.941 0.484 -1.626 0.05

***

177
Properties=species:S:1:pos:R:3:lowdin_charge:R:1 method="wB97M-V/def2-TZVPD" largest_force_ha_per_bohr=0.0485 charge=+1 e_lumo_ha=-0.0885 de_lowest_kcal_mol=0.00
C -0.832 -3.950 0.174 0.08
C 0.381 -3.358 0.377 -0.08
C 0.430 -1.885 0.439 -0.51
O -0.385 -1.215 1.019 0.09
O 1.435 -1.285 -0.275 -0.10
C 1.104 -1.320 -1.708 -0.18
C 1.199 0.097 -2.268 -0.16
C 1.346 0.117 -3.804 -0.18
C 0.017 0.443 -4.505 -0.18
C -1.164 -0.354 -3.924 -0.18
C -2.361 -0.510 -4.885 -0.08
C -3.749 0.047 -4.438 -0.30
C -4.268 1.155 -5.395 -0.15
O -5.159 0.684 -6.372 -0.18
C -4.526 0.223 -7.564 -0.10
N -3.819 0.623 -3.054 0.16
C -3.928 -0.402 -2.177 -0.35
N -3.860 -0.283 -0.848 0.14
C -3.704 1.001 -0.141 -0.17
C -2.956 0.869 1.193 -0.18
P -2.436 2.451 1.903 0.49
O -2.425 2.306 3.376 -0.27
O -1.032 2.934 1.323 -0.21
C -0.160 1.983 0.650 -0.26
C 1.012 2.746 0.027 -0.11
O -3.503 3.532 1.429 -0.19
C -3.144 4.546 0.462 -0.27
C -2.468 5.753 1.099 -0.05
N -4.169 -1.565 -2.837 0.17
C -4.748 -1.115 -4.210 -0.26
N -4.883 -2.109 -5.202 0.01
C -6.208 -2.789 -5.196 -0.26
C -7.344 -1.857 -5.622 -0.10
H -1.717 -3.635 0.727 0.08
H -0.929 -4.746 -0.567 0.00
H 1.304 -3.908 0.535 0.06
H 0.098 -1.730 -1.799 0.11
H 1.827 -1.942 -2.241 0.08
H 0.329 0.684 -1.957 0.09
H 2.071 0.561 -1.796 0.12
H 2.094 0.861 -4.089 0.06
H 1.707 -0.871 -4.115 0.12
H -0.173 1.513 -4.348 0.11
H 0.123 0.263 -5.579 0.12
H -0.779 -1.346 -3.677 0.11
H -1.432 0.144 -2.988 0.09
H -2.107 0.015 -5.807 0.10
H -2.424 -1.566 -5.150 0.11
H -3.412 1.687 -5.834 0.13
H -4.808 1.888 -4.786 0.13
H -3.814 -0.588 -7.372 0.08
H -4.035 1.054 -8.084 0.10
H -5.307 -0.191 -8.205 0.02
H -3.107 1.323 -2.857 0.15
H -3.965 -1.138 -0.311 0.17
H -4.711 1.371 0.077 0.13
H -3.235 1.760 -0.774 0.11
H -2.137 0.147 1.122 0.07
H -3.655 0.472 1.934 0.11
H 0.244 1.301 1.395 0.11
H -0.690 1.438 -0.134 0.09
H 1.175 3.683 0.560 0.04
H 1.912 2.130 0.015 0.08
H 0.770 3.033 -1.005 0.04
H -2.562 4.144 -0.366 0.07
H -4.093 4.872 0.026 0.12
H -2.880 6.688 0.716 0.08
H -2.531 5.691 2.187 0.09
H -1.399 5.744 0.862 0.07
H -4.799 -2.194 -2.331 0.07
H -5.699 -0.637 -3.942 0.14
H -4.162 -2.818 -5.085 0.12
H -6.393 -3.219 -4.201 0.05
H -6.124 -3.629 -5.890 0.10
H -6.965 -0.872 -5.899 0.07
H -7.880 -2.268 -6.479 0.05
H -8.071 -1.762 -4.811 0.03
C 5.174 2.023 -5.688 -1.63
Br 3.612 3.102 -5.984 0.56
Br 5.202 1.325 -3.897 0.54
Br 5.323 0.620 -6.992 0.59
H 6.038 2.664 -5.798 -0.02
C -4.539 2.298 6.194 -1.61
Br -6.185 1.307 6.060 0.57
Br -4.832 4.042 6.947 0.59
Br -3.209 1.308 7.166 0.57
H -4.166 2.432 5.187 -0.06
C 5.079 -4.434 -0.769 -1.59
Br 4.369 -6.084 -1.453 0.55
Br 6.519 -3.762 -1.844 0.55
Br 3.667 -3.137 -0.588 0.73
H 5.475 -4.637 0.217 -0.02
C 10.572 -3.851 -2.566 -1.63
Br 10.755 -2.134 -1.717 0.59
Br 9.915 -5.183 -1.351 0.57
Br 9.502 -3.738 -4.162 0.57
H 11.563 -4.159 -2.869 -0.03
C -6.969 -1.900 -10.383 -1.64
Br -6.035 -2.771 -8.940 0.62
Br -7.863 -3.166 -11.512 0.60
Br -8.171 -0.559 -9.711 0.59
H -6.226 -1.396 -10.985 -0.02
C -2.065 -1.973 6.320 -1.66
Br -2.926 -3.585 6.910 0.58
Br -0.781 -1.338 7.602 0.53
Br -1.280 -2.177 4.573 0.57
H -2.830 -1.213 6.236 -0.11
C -0.205 4.212 8.000 -1.59
Br -0.959 3.990 6.243 0.55
Br -0.147 2.525 8.914 0.54
Br 1.513 5.086 7.951 0.57
H -0.868 4.864 8.551 -0.02
C 8.289 0.270 0.235 -1.63
Br 8.517 1.949 1.138 0.56
Br 7.647 -1.075 1.449 0.57
Br 7.206 0.416 -1.346 0.53
H 9.269 -0.049 -0.094 -0.07
C 9.530 6.181 1.884 -1.63
Br 9.725 7.832 2.841 0.60
Br 8.893 4.770 3.029 0.54
Br 8.433 6.371 0.317 0.55
H 10.514 5.887 1.544 -0.03
C -0.688 -0.526 12.169 -1.63
Br 1.097 -0.133 11.570 0.56
Br -1.030 0.184 13.919 0.59
Br -1.991 0.072 10.889 0.53
H -0.775 -1.602 12.236 -0.03
C 4.552 6.541 -2.026 -1.61
Br 4.596 7.451 -0.334 0.57
Br 6.165 5.537 -2.332 0.56
Br 3.005 5.413 -2.217 0.54
H 4.494 7.302 -2.793 -0.02
C 3.960 -3.805 9.208 -1.65
Br 3.557 -5.259 10.398 0.58
Br 5.163 -2.540 10.009 0.57
Br 4.639 -4.443 7.524 0.55
H 3.034 -3.286 9.004 -0.03
C -9.043 -0.316 8.413 -1.67
Br -10.536 0.893 8.439 0.58
Br -8.980 -1.407 9.991 0.58
Br -9.033 -1.388 6.813 0.54
H -8.143 0.285 8.399 -0.06
C 2.795 4.888 4.104 -1.65
Br 2.108 3.328 3.237 0.65
Br 4.246 5.631 3.080 0.58
Br 1.423 6.173 4.474 0.56
H 3.204 4.570 5.057 -0.16
C -0.350 -7.919 -2.470 -1.62
Br 0.774 -7.471 -0.982 0.56
Br -1.903 -6.777 -2.553 0.57
Br 0.636 -7.899 -4.117 0.58
H -0.706 -8.929 -2.317 -0.02
C 8.995 -1.682 5.288 -1.66
Br 10.107 -0.609 6.430 0.58
Br 10.011 -3.047 4.385 0.56
Br 7.514 -2.436 6.253 0.54
H 8.594 -1.025 4.528 -0.07
C 6.282 3.260 5.635 -1.63
Br 7.894 3.410 6.662 0.59
Br 6.143 1.562 4.743 0.57
Br 4.733 3.623 6.721 0.63
H 6.317 4.022 4.866 -0.08
C -0.526 6.424 -4.126 -1.63
Br -0.967 4.854 -3.090 0.54
Br 0.409 7.711 -3.062 0.58
Br 0.449 5.955 -5.714 0.58
H -1.457 6.871 -4.444 -0.03
C -8.974 -3.071 -1.384 -1.61
Br -9.913 -3.716 -2.924 0.63
Br -8.566 -4.469 -0.141 0.61
Br -7.374 -2.109 -1.905 0.65
H -9.612 -2.357 -0.881 -0.02
C 4.160 -10.434 -3.628 -1.63
Br 2.744 -11.639 -4.113 0.58
Br 4.533 -9.170 -5.027 0.57
Br 3.787 -9.543 -1.966 0.53
H 5.053 -11.027 -3.483 -0.03

***

no.,molecular weight (g/mol),calculated total energy (a.u.)
1,1265.996,-6086.59755
2,1160.399,-8753.87975
3,5546.210,-157091.00634